The following is a quantum chemistry calculation of a structure of composition C20H28BCl4F8N2OsSb, from the OMol25 dataset.

Last column: Mulliken charge in e.
Atoms and positions in Å:
Os1 -1.764 1.652 1.180  1.47
C1 0.513 -2.001 -4.586  -1.50
C2 -0.050 -2.829 -3.414  1.90
C3 -1.281 -3.622 -3.883  -1.64
C4 1.016 -3.793 -2.900  -2.00
C5 -0.468 -1.838 -2.342  -0.15
C6 -1.591 -1.034 -2.480  -0.60
C7 -1.947 -0.095 -1.485  -0.74
N1 -1.260 0.086 -0.376  -0.46
C8 -0.139 -0.679 -0.197  0.08
C9 0.251 -1.639 -1.160  0.55
C10 0.637 -0.403 0.980  -0.22
C11 1.731 -1.200 1.384  0.60
C12 2.496 -0.885 2.515  0.10
C13 2.109 0.269 3.176  -0.50
C14 0.999 1.026 2.735  -0.53
N2 0.272 0.709 1.687  -0.89
C15 3.695 -1.727 2.917  1.83
C16 4.118 -1.433 4.356  -1.92
C17 3.363 -3.217 2.766  -1.66
C18 4.834 -1.345 1.950  -1.49
H1 0.790 -2.679 -5.393  0.43
H2 1.405 -1.444 -4.294  0.39
H3 -0.224 -1.301 -4.981  0.41
H4 -0.955 -4.380 -4.594  0.47
H5 -2.010 -2.999 -4.401  0.40
H6 -1.773 -4.136 -3.056  0.39
H7 1.242 -4.516 -3.682  0.44
H8 0.680 -4.357 -2.026  0.49
H9 1.957 -3.291 -2.663  0.42
H10 -2.226 -1.108 -3.353  0.46
H11 -2.838 0.507 -1.612  0.71
H12 1.136 -2.230 -0.985  0.23
H13 1.989 -2.074 0.807  0.26
H14 2.642 0.615 4.051  0.45
H15 0.724 1.927 3.272  0.55
H16 3.309 -1.610 5.068  0.46
H17 4.489 -0.415 4.484  0.43
H18 4.937 -2.099 4.623  0.43
H19 2.464 -3.496 3.320  0.39
H20 4.188 -3.803 3.168  0.48
H21 3.247 -3.522 1.725  0.41
H22 5.129 -0.302 2.070  0.40
H23 4.557 -1.512 0.907  0.38
H24 5.702 -1.969 2.164  0.42
Cl1 -3.679 3.502 1.772  -0.01
C19 -2.505 4.844 1.747  -0.14
Cl2 -0.855 4.171 1.549  -0.11
H25 -2.548 5.363 2.697  0.43
H26 -2.726 5.473 0.893  0.12
F1 -1.148 3.044 -2.905  -0.23
B1 -2.066 3.614 -2.134  0.68
F2 -3.290 3.976 -2.875  -0.37
Cl3 -2.254 1.079 3.981  -0.07
C20 -3.692 0.090 3.622  -0.34
Cl4 -3.873 -0.072 1.852  -0.06
H27 -4.567 0.599 4.010  0.38
H28 -3.554 -0.897 4.047  0.39
F3 -2.410 2.834 -1.031  -0.16
Sb1 -3.334 6.101 -2.590  2.33
F4 -1.701 4.960 -1.678  -0.49
F5 -2.652 7.627 -1.831  -0.46
F6 -4.894 6.232 -3.537  -0.43
F7 -4.148 5.570 -1.001  -0.52
F8 -2.198 6.085 -4.031  -0.43

Total charge: +3
Spin multiplicity: 6
Frontier orbital gap (spin up / spin down), eV: 7.676 / 4.528
⟨S²⟩: 8.80
Relative energy (zero: lowest compared OMol25 entry of this formula, charge and spin), kJ/mol: 163.92
HOMO level (spin up / spin down), eV: -17.6 / -17.9
DFT total energy, eV: -105662.44433